Below is a cluster of 6 separate species, C42H72F2N4O21PS in total in a non-equilibrium geometry, with properties calculated with ωB97M-V/def2-TZVPD.

Calculated values
Calculated total energy ... -119231.0910 eV
Frontier orbital gap ... 7.2617 eV
E_LUMO ... -3.7 eV
Net charge ... +1

Structure (XYZ):
```
143
C42H72F2N4O21PS ωB97M-V/def2-TZVPD
C 3.03032 -6.01456 0.06290
C 3.45603 -4.51431 0.29403
F 4.75736 -4.56815 0.85669
C 3.36718 -3.56231 -0.95825
N 4.52953 -3.52604 -1.89402
C 5.03502 -4.63185 -2.15712
S 5.84305 -5.98511 -2.39063
N 2.25338 -4.00515 -1.89532
C 1.02408 -3.69301 -1.12189
C 1.35994 -2.16452 -0.67495
C 0.65497 -2.15724 0.75218
O 0.29889 -0.86322 1.23502
C -1.00106 -0.82540 1.75419
C -1.13657 -0.49843 3.18706
C -2.43615 -0.38417 3.85919
C -3.64750 -0.59791 3.05967
C -3.54467 -0.93943 1.63254
C -2.22872 -1.04184 0.99580
C 0.51974 -1.41891 -1.80802
O -0.35067 -0.62411 -1.55751
N 0.72212 -1.69639 -3.23773
C -0.25272 -0.91175 -4.00522
O -1.33943 -1.34162 -4.20446
F 0.05734 0.28925 -4.55954
C 2.99706 -1.99015 -0.71181
C 3.45479 -1.40651 0.68930
C 4.91820 -0.82938 0.76468
C 6.09705 -1.85890 0.60753
C 7.44365 -1.00903 0.79236
C 7.74347 -0.17982 -0.55030
N 7.92485 1.26256 -0.23213
C 3.55856 -1.02600 -1.82818
P 3.06730 0.76518 -1.74557
O 4.22651 1.69854 -1.57704
O 2.44578 1.11902 -3.26313
O 1.85813 1.13777 -0.68955
H 1.95595 -6.23435 0.30499
H 3.67664 -6.68465 0.69738
H 3.21570 -6.35366 -1.00099
H 2.80582 -4.13212 1.13471
H 2.48005 -3.41805 -2.72393
H 2.30523 -4.95104 -2.29826
H 0.77003 -4.39107 -0.27272
H 0.07962 -3.75698 -1.73409
H 1.24749 -2.68064 1.54767
H -0.29587 -2.76143 0.61493
H -0.21062 -0.33116 3.78659
H -2.48117 -0.10283 4.93655
H -4.64810 -0.48489 3.55248
H -4.47998 -1.08006 1.03539
H -2.19229 -1.28391 -0.09068
H 0.48126 -2.66050 -3.48239
H 2.78322 -0.55145 1.00207
H 3.35871 -2.14431 1.54201
H 5.12965 0.02986 0.07271
H 5.02488 -0.39839 1.80757
H 6.07715 -2.57095 1.47131
H 6.18954 -2.33863 -0.39928
H 8.33258 -1.68473 0.95219
H 7.32834 -0.26332 1.62157
H 6.83064 -0.28123 -1.22309
H 8.59944 -0.60986 -1.13379
H 7.01309 1.73813 -0.19342
H 8.40081 1.70817 -1.02374
H 4.68548 -1.01817 -1.89930
H 3.22151 -1.43863 -2.82899
H 1.65465 1.68433 -3.14726
H 2.20084 1.39268 0.18920
C -7.91212 4.30810 5.33986
C -6.46621 3.99733 5.00786
O -6.35965 2.78503 4.24774
C -6.64938 2.89424 2.94678
O -6.97361 3.90215 2.37160
O -6.54140 1.68058 2.39209
C -6.90872 1.64287 1.01221
H -8.38612 3.45341 5.82708
H -7.97878 5.17495 5.99885
H -8.48687 4.51923 4.43635
H -5.90764 3.83533 5.93088
H -5.98680 4.82593 4.48227
H -6.36615 2.39465 0.43883
H -7.98536 1.78449 0.90759
H -6.64942 0.65926 0.62329
C 14.33228 -0.83711 2.97036
C 13.16211 -0.25733 3.74011
O 12.71993 0.97455 3.15646
C 11.95817 0.85399 2.06322
O 11.61194 -0.18101 1.54851
O 11.66464 2.08308 1.62497
C 10.92092 2.09981 0.40584
H 15.13035 -0.09836 2.87190
H 14.72614 -1.72087 3.47481
H 14.03562 -1.12276 1.95956
H 13.47654 -0.02343 4.75827
H 12.33635 -0.96843 3.81307
H 10.02756 1.47916 0.47685
H 11.55441 1.76929 -0.42077
H 10.61260 3.12722 0.21561
C -4.51440 -7.68229 1.96410
C -3.86114 -6.33179 2.17993
O -3.18273 -5.88981 0.99351
C -3.96820 -5.37371 0.04071
O -5.16100 -5.24280 0.09911
O -3.19199 -5.04578 -1.00780
C -3.92242 -4.55782 -2.13590
H -3.78597 -8.40611 1.59207
H -4.94338 -8.05612 2.89468
H -5.31053 -7.62010 1.22025
H -3.10200 -6.41498 2.95912
H -4.58344 -5.58369 2.51254
H -4.58243 -3.73670 -1.85596
H -4.49271 -5.36934 -2.59016
H -3.20111 -4.18897 -2.86462
C -6.88675 6.54937 0.03764
C -5.48151 6.07934 0.35325
O -4.60912 6.27269 -0.77119
C -4.16643 7.52236 -0.94909
O -4.42240 8.47247 -0.25531
O -3.40311 7.53976 -2.05171
C -2.93113 8.83884 -2.40802
H -7.25297 6.07750 -0.87715
H -7.56542 6.31068 0.85736
H -6.91319 7.62820 -0.12760
H -5.49534 5.00850 0.55743
H -5.08238 6.57185 1.24244
H -2.42955 9.32245 -1.56951
H -3.76053 9.45247 -2.76348
H -2.21389 8.71975 -3.21885
C -5.63478 3.19704 -4.90603
C -6.68697 4.12925 -4.33911
O -8.00805 3.62704 -4.58412
C -8.41376 2.65038 -3.76684
O -7.77981 2.17627 -2.85706
O -9.63966 2.27157 -4.14893
C -10.16353 1.16957 -3.40960
H -5.82854 2.99672 -5.96202
H -4.63918 3.63156 -4.80318
H -5.64380 2.23412 -4.39179
H -6.62440 5.09610 -4.84022
H -6.53334 4.30847 -3.27278
H -10.12304 1.35683 -2.33622
H -9.61716 0.25864 -3.66051
H -11.20515 1.04158 -3.69971
```

Löwdin population analysis, charges in e, atoms 1 to 6:
1. C -0.0182
2. C -0.2441
3. F -0.0106
4. C -0.2633
5. N 0.0910
6. C -0.6982

Below is a cluster of 13 separate species, C42H72NO31 in total in a non-equilibrium geometry, with properties calculated with ωB97M-V/def2-TZVPD.

Calculated values
Calculated total energy ... -109674.6695 eV
Frontier orbital gap (spin up / spin down) ... 7.7953 / 8.8397 eV
2S+1 ... 2
E_LUMO (spin up / spin down) ... 0.3 / 0.3 eV
<S²> ... 0.756

Structure (XYZ):
```
146
C42H72NO31 ωB97M-V/def2-TZVPD
C -1.28570 0.49485 1.86876
C -0.73004 0.34594 0.47019
C -0.23210 1.72202 0.16063
C 0.66203 1.86081 -1.07163
C 1.90543 1.09489 -0.77962
C 1.61681 -0.44608 -0.66114
N 0.44438 -0.63772 0.39272
O 0.37470 -1.81184 1.19474
C 2.96716 -1.19507 -0.22864
C 1.21140 -1.01687 -2.12529
C -1.87855 -0.03474 -0.53670
H -2.26236 0.97629 1.81945
H -0.69657 1.08454 2.57110
H -1.43933 -0.40428 2.46547
H 0.22711 2.28698 0.97183
H -1.17901 2.24644 0.03234
H 0.82385 2.92493 -1.24359
H 0.01982 1.56556 -1.90139
H 2.30622 1.46343 0.16466
H 2.68474 1.26801 -1.52178
H 3.80131 -0.70636 -0.73209
H 2.82957 -2.14664 -0.74212
H 3.07097 -1.19084 0.85640
H 2.16319 -1.26793 -2.59345
H 0.85821 -0.27370 -2.84017
H 0.57976 -1.90456 -2.15915
H -1.66160 -0.35344 -1.55624
H -2.80968 0.51393 -0.39501
H -2.21594 -0.93792 -0.02823
C -1.48872 4.03816 4.10423
C -2.84934 4.57216 4.35576
O -3.59279 3.33566 4.67204
C -2.91216 2.26969 4.41961
O -3.22517 1.13153 4.66494
O -1.63384 2.62573 4.15400
H -0.80543 4.39748 4.87371
H -0.94779 4.23644 3.17892
H -3.20130 5.22978 3.56094
H -2.64538 5.12318 5.27384
C 5.60350 -3.59426 -1.36576
C 7.07610 -3.56375 -1.71655
O 7.20503 -2.24463 -2.16336
C 6.03778 -1.61713 -2.37789
O 6.04508 -0.45025 -2.69890
O 5.03044 -2.44031 -2.00715
H 5.29619 -3.57052 -0.32024
H 5.39549 -4.57777 -1.78711
H 7.05732 -4.28454 -2.53399
H 7.84132 -3.86942 -1.00303
C -4.66472 -2.11954 4.95578
C -4.13355 -2.86696 3.76442
O -2.86547 -2.49987 3.54995
C -2.36525 -2.04240 4.67072
O -1.13996 -1.79093 4.93550
O -3.35687 -2.03518 5.58614
H -5.28203 -2.76093 5.58480
H -4.96751 -1.08946 4.76780
H -4.70862 -2.85654 2.83852
H -4.25340 -3.94020 3.91236
C 3.20704 -3.25047 -6.01032
C 3.76329 -2.22911 -5.15345
O 5.08712 -2.66866 -5.06847
C 5.15036 -4.01984 -5.26765
O 6.00967 -4.76611 -4.98180
O 3.88633 -4.45484 -5.61276
H 3.47858 -2.89740 -7.00515
H 2.14543 -3.47486 -5.90671
H 3.31829 -2.03445 -4.17765
H 3.56268 -1.24379 -5.57414
C -5.58981 1.22144 1.82541
C -6.92015 1.97204 1.85298
O -6.61826 3.03972 1.00460
C -5.52036 2.74078 0.20400
O -5.18811 3.27910 -0.85691
O -5.00892 1.64994 0.59390
H -5.80105 0.15434 1.89460
H -5.00773 1.38118 2.73303
H -7.07678 2.28111 2.88644
H -7.77303 1.43145 1.44254
C -2.07196 6.91564 -1.36613
C -0.70585 6.27149 -1.25625
O -0.91140 5.19139 -0.36996
C -2.10724 5.20581 0.14358
O -2.53857 4.45966 1.00052
O -2.82534 6.14682 -0.48507
H -2.41837 7.03252 -2.39299
H -1.96056 7.96551 -1.09511
H -0.07618 7.08536 -0.89675
H -0.48175 5.90204 -2.25695
C 2.85931 1.68492 4.39690
C 3.09048 1.57425 2.91843
O 2.34433 2.78347 2.59274
C 2.16346 3.60243 3.55996
O 1.87683 4.85657 3.36474
O 2.55374 2.98317 4.73359
H 3.59850 1.23293 5.05827
H 1.96740 1.07221 4.52805
H 2.51002 0.78778 2.43610
H 4.10823 1.74360 2.56688
C 4.11101 2.87196 -6.10501
C 4.67362 2.01455 -5.03114
O 3.47484 1.38551 -4.57787
C 2.38331 2.08587 -4.81339
O 1.29793 1.97764 -4.22057
O 2.71477 3.04472 -5.72416
H 4.16784 2.45201 -7.10926
H 4.61033 3.83768 -6.02644
H 5.06316 2.56026 -4.17173
H 5.31472 1.28583 -5.52718
C 3.08958 -4.45759 4.11531
C 2.02275 -3.70036 3.42319
O 2.67679 -2.58386 2.93446
C 3.74458 -2.39694 3.76552
O 4.52554 -1.43045 3.62055
O 3.84614 -3.40626 4.66012
H 3.78177 -5.04485 3.51192
H 2.59331 -5.08881 4.85244
H 1.15990 -3.54841 4.07166
H 1.84128 -4.22724 2.48639
C -1.19125 -4.58774 1.44279
C -0.71515 -5.04312 0.11553
O 0.16303 -4.12203 -0.55915
H -1.61646 -3.61320 1.20284
H -0.43150 -4.38972 2.19887
H -2.01496 -5.14810 1.88506
H -1.45276 -5.20946 -0.66956
H -0.11724 -5.91716 0.37373
H 0.25093 -4.50024 -1.43713
C -2.22876 3.36821 -2.97889
C -1.75148 3.01498 -4.36429
O -2.63005 2.32137 -5.11454
H -1.45365 4.04839 -2.62584
H -2.35216 2.53313 -2.28931
H -3.10963 3.99851 -3.10100
H -0.88583 2.35531 -4.30442
H -1.50531 3.91448 -4.92858
H -3.30740 2.96611 -5.33158
C -4.86122 -4.64291 0.49254
C -4.82115 -3.62298 -0.73628
O -4.81751 -2.17963 -0.49380
H -5.72747 -4.45840 1.12789
H -4.00883 -4.50758 1.15829
H -4.97163 -5.62158 0.02552
H -5.70432 -3.82032 -1.34387
H -3.90771 -3.73905 -1.31960
H -5.70807 -1.90352 -0.26518
```

Löwdin population analysis, charges in e, atoms 1 to 6:
1. C -0.0244
2. C -0.4476
3. C -0.1700
4. C -0.1858
5. C -0.1345
6. C -0.3188

Below is a cluster of 3 separate species, C42H74BIN5O3S4 in total in a non-equilibrium geometry, with properties calculated with ωB97M-V/def2-TZVPD.

Calculated values
Calculated total energy ... -110466.7971 eV
Frontier orbital gap ... 6.4598 eV
E_LUMO ... 1.2 eV
Net charge ... -1
ΔE to the lowest compared entry with this formula, charge and spin ... 0.0 kcal per mole

Structure (XYZ):
```
130
C42H74BIN5O3S4 ωB97M-V/def2-TZVPD
C -3.19962 1.50047 -1.05733
C -2.16483 2.30056 -0.27543
C -0.76583 2.49220 -0.92281
C -0.55433 1.88324 -2.29666
N -0.54002 0.40760 -2.30579
C 0.42945 -0.18294 -1.35687
C -0.25292 -0.99716 -0.26939
C -0.68667 -2.38182 -0.79481
C 0.17028 -3.51973 -0.25245
C -0.11618 -3.97404 1.18483
C -1.56533 -4.51518 1.31269
C -2.37811 -3.82001 2.40560
C -2.92601 -2.44547 2.00840
S -4.71067 -2.39924 1.61635
C -4.75860 -2.45301 -0.15323
S -5.24106 -1.22984 -1.07886
N -4.40373 -3.69508 -0.72996
C -4.85166 -4.93628 -0.31859
C -4.27215 -5.83439 -1.16166
N -3.46466 -5.19436 -2.07606
C -3.57292 -3.92407 -1.79930
O 0.10989 -2.91897 2.07596
B 0.88209 -3.49610 3.20411
C 1.56727 -2.42257 4.22865
C 1.52143 -0.98589 3.80862
C 1.84412 -0.60841 2.49986
C 1.76858 0.71314 2.08824
C 1.38133 1.71123 2.97425
C 1.09506 1.36006 4.28835
C 1.16234 0.03230 4.69496
O 1.83202 -4.41736 2.50452
C 1.03044 -5.02798 1.53777
C 0.57464 -6.41508 1.98800
C 1.70617 -7.38160 2.06576
O 2.86477 -7.21207 2.00935
I 0.99671 -9.48270 2.29485
C -0.38984 -0.07618 -3.62084
S -1.64025 -0.64088 -4.47629
S 1.25086 0.02314 -4.35473
C 1.75155 -1.72049 -4.49827
C 2.71331 -2.20541 -3.39647
C 3.93614 -2.97451 -3.93806
H -4.12891 1.46918 -0.48674
H -2.89112 0.46493 -1.18690
H -3.41095 1.93099 -2.03417
H -2.58512 3.29305 -0.09704
H -2.02866 1.85999 0.71085
H -0.59858 3.56362 -1.04901
H -0.00001 2.16030 -0.22397
H -1.36232 2.21581 -2.95004
H 0.37703 2.27603 -2.72952
H 1.09682 0.57449 -0.94467
H 1.06582 -0.87253 -1.90677
H -1.09227 -0.44651 0.15828
H 0.46128 -1.14815 0.53650
H -1.75226 -2.54356 -0.64529
H -0.55491 -2.37406 -1.88213
H 0.08073 -4.41058 -0.88048
H 1.20860 -3.17422 -0.26367
H -2.10729 -4.41207 0.36924
H -1.59153 -5.57771 1.53250
H -3.23325 -4.46156 2.62932
H -1.78133 -3.72039 3.30557
H -2.86680 -1.76281 2.85527
H -2.36815 -1.97253 1.20510
H -5.53129 -5.07787 0.50080
H -4.39063 -6.90414 -1.15376
H -3.09287 -3.12488 -2.33852
H 0.10365 -4.23342 3.88999
H 1.10705 -2.53585 5.20939
H 2.62152 -2.70209 4.33674
H 2.14558 -1.38176 1.80782
H 1.99539 0.95631 1.05669
H 1.29696 2.73343 2.63090
H 0.81050 2.13631 4.98815
H 0.91962 -0.22054 5.72004
H 1.65637 -5.17876 0.64929
H -0.15755 -6.84906 1.30782
H 0.10692 -6.34553 2.97331
H 2.18932 -1.85661 -5.48281
H 0.82096 -2.28261 -4.44517
H 2.16229 -2.87980 -2.74148
H 3.03789 -1.37049 -2.78025
H 4.86119 -2.49489 -3.62135
H 3.97034 -3.98123 -3.52710
H 3.93289 -3.03833 -5.02390
C 4.07718 2.37757 -2.67155
C 4.05912 3.08086 -4.01788
N 3.95474 4.52677 -3.91637
C 3.67522 5.17084 -5.18557
C 4.73244 5.08860 -6.29552
C 4.95333 5.17000 -3.08197
C 6.43316 4.97970 -3.44791
H 3.19030 2.62980 -2.08819
H 4.08605 1.29846 -2.82899
H 4.96204 2.62778 -2.08444
H 3.18495 2.72791 -4.57209
H 4.94170 2.75856 -4.59505
H 3.45030 6.22301 -4.98765
H 2.74594 4.73690 -5.56718
H 5.57635 5.75210 -6.10962
H 4.28727 5.39103 -7.24568
H 5.11392 4.07501 -6.42135
H 4.80888 4.82074 -2.05747
H 4.72190 6.23809 -3.05284
H 6.65391 3.94695 -3.72063
H 7.05907 5.23254 -2.58973
H 6.74174 5.62208 -4.27170
C -2.17787 1.48647 2.68146
C -2.41593 2.40177 3.86820
N -2.56480 3.79916 3.49040
C -2.53748 4.70431 4.62178
C -3.67113 4.61951 5.65395
C -3.56965 4.07083 2.47894
C -5.02059 3.66015 2.77160
H -1.30159 1.80238 2.11720
H -2.00019 0.46829 3.03102
H -3.03978 1.45728 2.01116
H -1.55237 2.33495 4.53309
H -3.27762 2.02086 4.44145
H -2.48621 5.72716 4.23591
H -1.58939 4.53713 5.14286
H -4.59683 5.05967 5.28439
H -3.38796 5.17056 6.55358
H -3.87495 3.59049 5.95085
H -3.25681 3.57676 1.55615
H -3.53364 5.14084 2.25498
H -5.07700 2.67049 3.22637
H -5.58728 3.62381 1.83890
H -5.52636 4.36680 3.42901
```

Löwdin population analysis, charges in e, atoms 1 to 6:
1. C -0.1266
2. C -0.2478
3. C -0.1563
4. C -0.2031
5. N -0.1965
6. C -0.1808

calculated total energy of number 1 (C42H72F2N4O21PS)?
-119231.0910 eV